(1)
The following is a DFT calculation (ωB97M-V/def2-TZVPD) of C16H30CeN2O5 as an isolated structure.

Calculated values
Kohn-Sham gap (alpha / beta) = 10.15 / 10.34 eV
E_LUMO (alpha / beta) = -8.7 / -8.6 eV
⟨S²⟩ = 0.75
Charge = +3
2S+1 = 2
HOMO (alpha / beta) = -18.81 / -18.95 eV

The geometry in XYZ format:
```
54
Properties=species:S:1:pos:R:3:mulliken_charge:R:1
Ce -0.2496 -0.2727 0.0532 1.310
C 1.5628 -3.1967 -0.6751 -0.721
O 1.0648 -2.2960 0.3600 -0.176
C 0.6246 -2.9811 1.5642 -0.734
C -0.8481 -3.2587 1.4771 -0.460
O -1.5062 -1.9783 1.2601 -0.238
C -2.8813 -2.0503 0.7598 -0.693
C -2.8952 -1.8950 -0.7358 -0.497
O -2.3273 -0.5921 -1.0736 -0.066
C -2.7460 -0.0867 -2.3783 -0.823
H 2.3988 -3.7631 -0.2730 0.314
H 1.8918 -2.5804 -1.5036 0.148
H 0.7646 -3.8649 -0.9944 0.373
H 0.8580 -2.3299 2.4075 0.270
H 1.1848 -3.9055 1.6946 0.521
H -1.2124 -3.7005 2.4040 0.392
H -1.0884 -3.9222 0.6447 0.431
H -3.4293 -1.2444 1.2413 0.292
H -3.3267 -2.9991 1.0547 0.482
H -3.9197 -1.9474 -1.1049 0.579
H -2.3146 -2.6699 -1.2416 0.276
H -3.8321 -0.0838 -2.4191 0.358
H -2.3318 -0.7144 -3.1639 0.363
H -2.3748 0.9298 -2.4695 0.262
C 2.0817 -0.3248 -3.9451 -1.409
C 1.4520 0.4074 -2.8116 0.691
O 0.6356 -0.1848 -2.0215 -0.533
N 1.7389 1.6736 -2.6008 0.063
C 1.1777 2.4853 -1.5154 -1.528
C 1.9189 2.3621 -0.1996 1.136
C 2.9311 3.2391 0.1314 -0.852
C 3.6038 3.0776 1.3380 -0.378
C 3.2435 2.0395 2.1825 -0.985
C 2.2207 1.2054 1.7801 0.027
N 1.5642 1.3552 0.6215 0.245
H 1.4406 -1.1448 -4.2568 0.353
H 3.0381 -0.7340 -3.6073 0.328
H 2.2738 0.3351 -4.7900 0.501
H 2.3706 2.1204 -3.2527 0.292
H 0.1308 2.2118 -1.4017 0.124
H 1.1827 3.5199 -1.8482 0.709
H 3.1875 4.0507 -0.5380 0.518
H 4.4003 3.7574 1.6146 0.458
H 3.7401 1.8777 3.1293 0.485
H 1.9152 0.3820 2.4204 0.454
C -2.7526 2.2242 3.1032 -1.471
C -1.4716 1.7359 2.4869 0.044
O -1.6690 1.4269 1.0458 -0.271
H -2.5859 2.4231 4.1626 0.417
H -3.5493 1.4844 3.0204 0.352
H -3.0747 3.1632 2.6480 0.444
H -1.1454 0.7988 2.9435 0.271
H -0.6701 2.4678 2.5526 0.276
H -2.3957 1.9673 0.7196 0.275
```

***

(2)
The following is a DFT calculation (ωB97M-V/def2-TZVPD) of the molecule C7H12ClNO.

Calculated values
Kohn-Sham gap = 9.82 eV
E_LUMO = 0.7 eV
SMILES = C=C(C)CC/C=C(\Cl)ON
Charge = 0
2S+1 = 1
HOMO = -9.17 eV

The geometry in XYZ format:
```
22
Properties=species:S:1:pos:R:3:mulliken_charge:R:1
C -2.6657 0.4227 0.9470 -0.965
C 1.8847 0.9015 -0.8768 -0.404
C -1.6274 -0.1849 0.4164 0.471
C 2.8712 0.2503 -0.3227 0.302
C -1.9648 -1.3231 -0.7021 -1.168
C 0.3851 0.6962 -0.6246 -0.265
C -0.1599 -0.0181 0.6525 -0.582
N 4.9058 0.6002 0.6479 -0.483
O 4.1720 0.6156 -0.5746 -0.281
Cl 2.6951 -1.2218 0.5871 -0.242
H -2.4094 1.1041 1.8070 0.209
H -3.6905 0.2226 0.8716 0.369
H 2.3105 1.8372 -1.3396 0.253
H -2.0692 -2.3176 -0.2473 0.302
H -2.8258 -0.9669 -1.2198 0.378
H -1.0525 -1.2932 -1.3606 0.282
H 0.0098 0.0930 -1.3351 0.274
H -0.0590 1.7254 -0.8489 0.247
H 0.2423 -0.9962 0.7530 0.343
H -0.0088 0.6072 1.5054 0.387
H 5.1479 -0.3818 0.5955 0.290
H 4.3071 0.8929 1.4180 0.282
```

***

(3)
The following is a DFT calculation (ωB97M-V/def2-TZVPD) of a 13-piece molecular cluster, H26O13 overall.

Calculated values
Kohn-Sham gap = 8.66 eV
E_LUMO = -0.8 eV
Charge = 0
2S+1 = 1
HOMO = -9.45 eV

The geometry in XYZ format:
```
39
Properties=species:S:1:pos:R:3:mulliken_charge:R:1
O 2.3006 -0.8749 2.2767 -0.660
H 1.8210 -1.5729 2.7229 0.295
H 1.7293 -0.6156 1.5537 0.485
O -0.8408 -3.9506 -0.1786 -0.673
H -0.1520 -3.3971 -0.5467 0.385
H -0.3932 -4.7610 0.0645 0.299
O 0.6256 1.6214 -2.0978 -0.562
H 1.2294 1.0115 -2.5217 0.262
H -0.2198 1.1728 -2.1147 0.289
O -2.1726 -1.3440 -0.1281 -0.529
H -1.6618 -2.1051 0.1476 0.267
H -3.0803 -1.5838 0.0584 0.208
O 2.0661 -3.5589 -1.1650 -0.596
H 2.3672 -2.7353 -1.5487 0.276
H 2.2317 -4.2142 -1.8428 0.324
O 0.6440 -0.1431 0.2925 -0.358
H 0.0383 0.5822 0.1401 0.182
H 0.4369 -0.7771 -0.3940 0.175
O 2.9458 2.0965 1.7465 -0.630
H 2.7150 1.1702 1.6755 0.306
H 2.5133 2.5096 0.9992 0.366
O 1.7680 3.4928 -0.3875 -0.655
H 2.3964 3.7907 -1.0452 0.269
H 1.1057 3.0155 -0.8872 0.399
O -2.8388 0.0059 2.4346 -0.597
H -2.4864 0.5525 1.7322 0.371
H -3.4648 -0.5718 1.9981 0.243
O -0.5233 2.3877 3.2590 -0.640
H -0.2914 2.2973 2.3347 0.335
H -1.2217 1.7474 3.3949 0.335
O 0.2250 -1.5237 -2.3803 -0.573
H 0.2044 -1.1064 -3.2415 0.263
H 1.1538 -1.6845 -2.2137 0.228
O -1.3069 2.0713 0.6671 -0.511
H -1.7367 2.9244 0.7278 0.249
H -1.5071 1.7639 -0.2170 0.238
O -1.9938 1.0398 -1.5881 -0.678
H -2.4902 1.1366 -2.4008 0.296
H -2.1361 0.1300 -1.3269 0.320
```

***

(4)
The following is a DFT calculation (ωB97M-V/def2-TZVPD) of a 10-piece molecular cluster, C37H108F3N9O12S overall.

Calculated values
Kohn-Sham gap = 6.78 eV
E_LUMO = -15.5 eV
Charge = +8
2S+1 = 1
HOMO = -22.30 eV

The geometry in XYZ format:
```
170
Properties=species:S:1:pos:R:3:mulliken_charge:R:1
C 2.1890 3.7073 -1.9692 -1.360
C 3.2575 3.5150 -0.8655 0.551
C 3.7070 2.0357 -0.5049 -0.289
O 4.5886 1.7928 0.5766 -0.432
C 4.1177 1.9677 1.8771 -0.511
N 4.6237 4.2097 -1.2901 -0.158
H 4.4496 5.1679 -1.5577 0.339
H 5.2141 4.1377 -0.4739 0.383
H 5.0919 3.6843 -2.0146 0.348
H 1.8250 4.7184 -2.1512 0.469
H 1.2702 3.1280 -1.8778 0.344
H 2.6619 3.5772 -2.9427 0.244
H 2.9499 4.0317 0.0437 -0.010
H 4.2392 1.5564 -1.3266 0.297
H 2.8320 1.4581 -0.2071 0.032
H 3.8723 2.9612 2.2522 0.244
H 5.0541 1.6978 2.3654 0.374
H 3.2595 1.3312 2.0927 0.111
C -4.8225 3.1075 3.7317 -1.384
C -4.9340 1.6471 3.2468 -0.045
C -3.7002 1.0859 2.4865 -0.190
O -3.8818 -0.2444 2.1251 -0.352
C -2.7448 -0.7598 1.3632 -0.790
N -5.3974 0.7756 4.4864 -0.197
H -5.5325 -0.1816 4.1939 0.297
H -4.7703 0.8760 5.2717 0.327
H -6.2619 1.2031 4.7864 0.402
H -4.4282 3.9484 3.1611 0.362
H -4.1247 3.1778 4.5661 0.358
H -5.7254 3.5450 4.1577 0.433
H -5.7962 1.5155 2.5930 0.224
H -2.8530 1.1888 3.1646 -0.022
H -3.4365 1.6936 1.6209 0.534
H -2.8056 -1.8006 1.0451 0.232
H -1.8759 -0.5446 1.9852 0.258
H -2.6514 -0.2431 0.4080 0.593
C -7.7987 -2.0947 0.3610 -1.403
C -6.7843 -1.0999 -0.4761 0.559
C -5.5661 -1.8003 -1.2472 -0.710
O -4.7115 -0.7441 -1.7706 -0.398
C -3.5236 -1.2003 -2.3979 -0.682
N -7.6879 -0.3970 -1.5578 -0.224
H -7.2991 -0.4758 -2.4866 0.327
H -8.6682 -0.6295 -1.6289 0.363
H -7.7188 0.5857 -1.3265 0.353
H -7.2335 -2.6511 1.1086 0.365
H -8.3894 -2.7808 -0.2461 0.436
H -8.6021 -1.4499 0.7172 0.456
H -6.4255 -0.3402 0.2183 -0.170
H -6.0130 -2.4150 -2.0286 0.544
H -5.1057 -2.4540 -0.5063 0.331
H -2.9034 -1.7801 -1.7142 0.184
H -2.8389 -0.4141 -2.7159 0.230
H -3.8837 -1.7790 -3.2485 0.482
C 2.1492 -0.1378 -6.4262 -1.390
C 2.6840 1.2642 -6.8718 0.163
C 1.8889 1.8174 -8.0453 -1.012
O 2.2441 3.1763 -8.1736 -0.358
C 2.0615 3.8794 -9.4174 -0.748
N 2.6007 2.2631 -5.7429 -0.153
H 2.8796 3.2213 -5.8983 0.437
H 1.7982 2.2465 -5.1298 0.223
H 3.3814 2.0459 -5.1400 0.365
H 2.7173 -0.5507 -5.5926 0.423
H 2.0533 -0.9251 -7.1738 0.500
H 1.1737 -0.0083 -5.9573 0.362
H 3.7131 1.1340 -7.2067 0.331
H 0.8155 1.6289 -8.0247 0.450
H 2.0989 1.3298 -8.9973 0.503
H 0.9938 3.8519 -9.6352 0.338
H 2.5481 3.3754 -10.2525 0.316
H 2.3847 4.9194 -9.4628 0.278
C 4.8220 -7.5022 -1.9827 -1.353
C 4.4013 -6.4274 -1.0055 -0.044
C 2.9519 -5.7521 -1.1625 0.203
O 2.7437 -4.8872 -0.0338 -0.471
C 1.6715 -4.0459 -0.1316 -0.361
N 4.5443 -6.8980 0.4532 -0.240
H 4.0802 -7.7680 0.6719 0.377
H 5.4859 -6.8287 0.8121 0.384
H 4.0043 -6.3089 1.0707 0.263
H 4.0467 -8.1511 -2.3901 0.372
H 5.8047 -7.8817 -1.7028 0.382
H 4.9742 -6.9026 -2.8802 0.401
H 5.1482 -5.6334 -1.0012 0.370
H 2.1753 -6.5170 -1.1657 0.352
H 2.8921 -5.1658 -2.0794 -0.237
H 2.1067 -3.2651 0.4921 0.334
H 0.8471 -4.4320 0.4678 0.234
H 1.5344 -3.4432 -1.0294 -0.116
C 0.6575 -3.5078 -5.3629 -1.752
C 1.0970 -4.4256 -4.1978 0.495
C -0.0982 -4.8737 -3.3539 -0.698
O 0.2932 -6.0200 -2.4456 -0.295
C -0.7880 -6.7400 -1.8322 -0.890
N 1.8308 -5.5018 -4.8922 0.039
H 2.6752 -5.0163 -5.1596 0.445
H 2.2790 -6.2242 -4.3470 0.233
H 1.3427 -5.8536 -5.7034 0.355
H -0.1060 -3.9112 -6.0282 0.459
H 1.4274 -3.2105 -6.0749 0.572
H 0.2159 -2.6871 -4.7976 0.306
H 1.8735 -4.0117 -3.5546 0.028
H -0.9194 -5.0703 -4.0432 0.663
H -0.4979 -4.0762 -2.7275 0.216
H -0.6917 -7.4817 -1.0393 0.360
H -1.1888 -7.2808 -2.6896 0.362
H -1.5743 -6.0152 -1.6217 0.277
C 0.8377 8.9813 1.3103 -1.480
C 0.1942 7.6381 1.6855 0.295
C 0.1530 6.5929 0.4865 -0.958
O -0.4021 5.3508 0.8692 -0.015
C -1.0456 4.6063 -0.1670 -0.463
N 1.1592 7.0492 2.7344 -0.219
H 0.6611 6.4504 3.3773 0.274
H 1.8333 6.4686 2.2564 0.196
H 1.5633 7.7693 3.3161 0.414
H 0.6542 9.2845 0.2795 0.357
H 1.9250 8.9059 1.2944 0.446
H 0.6050 9.8564 1.9170 0.407
H -0.7236 7.7598 2.2608 0.339
H 1.1232 6.5042 -0.0024 0.427
H -0.4884 6.9940 -0.2982 0.529
H -2.0265 4.9641 -0.4799 0.378
H -1.0707 3.5732 0.1799 -0.088
H -0.4111 4.5343 -1.0503 0.192
C -2.6384 -2.7956 4.1631 -1.019
C -1.4078 -3.3138 5.0337 -0.063
C -0.0757 -2.8789 4.3302 -0.764
O -0.1358 -1.5489 4.0345 0.111
C 0.8021 -1.0840 3.1650 -0.137
N -1.4711 -2.7914 6.4702 -0.138
H -0.5227 -2.7791 6.8170 0.345
H -1.9151 -1.9100 6.6847 0.252
H -2.1520 -3.3214 6.9953 0.394
H -2.5444 -3.2771 3.1897 0.284
H -2.6322 -1.7130 4.0364 0.050
H -3.5987 -3.0186 4.6282 0.510
H -1.3856 -4.4025 5.0815 0.361
H 0.0709 -3.5127 3.4557 0.190
H 0.8255 -3.0487 4.9193 0.544
H 0.5287 -0.1666 2.6438 -0.381
H 1.0558 -1.8301 2.4120 -0.029
H 1.7892 -1.0333 3.6244 0.430
C 2.1853 1.0493 6.7623 -1.198
C 1.2236 2.2683 6.6328 -0.106
C 1.1084 2.9027 5.2321 -0.815
O 0.4638 2.0081 4.1859 0.158
C 0.1032 2.8007 3.0338 -0.489
N -0.1831 1.8413 7.1619 -0.140
H -0.9015 2.5212 6.9576 0.313
H -0.3409 0.9023 6.8250 0.120
H -0.1547 1.6883 8.1599 0.443
H 1.7881 0.2159 6.1828 0.163
H 2.3832 0.6729 7.7659 0.447
H 3.1945 1.3480 6.4784 0.395
H 1.4440 3.0538 7.3556 0.473
H 2.0899 3.2361 4.8953 0.447
H 0.6386 3.8734 5.3913 0.447
H -0.3868 2.0054 2.4720 -0.213
H 1.0300 3.1522 2.5804 0.176
H -0.7465 3.4760 3.1339 0.408
C 0.8820 -0.4872 -2.5342 0.104
F 1.0438 -1.8187 -2.8614 -0.299
F 2.0092 0.0231 -2.9194 -0.181
F -0.0967 -0.0429 -3.2301 -0.185
S 0.4420 -0.3011 -0.5569 0.696
O -0.5775 -1.3447 -0.4050 -0.425
O 1.6839 -0.5512 0.1456 -0.548
O -0.0157 1.0880 -0.3577 -0.272
```

***

(5)
The following is a DFT calculation (ωB97M-V/def2-TZVPD) of C21H36AlNO10 as an isolated structure.

Calculated values
Kohn-Sham gap = 4.84 eV
E_LUMO = -10.0 eV
Charge = +2
2S+1 = 1
HOMO = -14.86 eV

The geometry in XYZ format:
```
69
Properties=species:S:1:pos:R:3:mulliken_charge:R:1
Al 2.0483 -0.6067 -0.9780 1.141
C -0.4188 0.6097 2.5510 -2.297
C -0.0099 2.1018 2.4991 1.663
C 0.2840 2.3958 4.0136 -1.198
C 1.1816 3.6025 4.3152 -0.730
C 2.4232 3.5226 3.3790 -1.286
C 2.1985 3.3735 1.8756 1.313
N 1.2398 2.2160 1.6701 0.704
O 1.0211 1.8618 0.3510 -0.242
C 3.6405 3.1030 1.2221 -1.592
C 1.5866 4.6832 1.4193 -1.532
C -1.1927 2.9097 2.0749 -1.512
H -0.9486 0.1721 1.7015 0.497
H -1.1465 0.3775 3.3278 0.484
H 0.4510 -0.0479 2.5832 0.554
H 0.7555 1.5042 4.4282 0.462
H -0.6577 2.5700 4.5326 0.434
H 1.4274 3.6079 5.3760 0.446
H 0.5570 4.4819 4.1513 0.346
H 3.0794 2.7289 3.7401 0.429
H 2.9972 4.4251 3.5912 0.498
H 4.1663 2.3874 1.8532 0.388
H 4.3161 3.9554 1.1525 0.391
H 3.5553 2.7870 0.1824 0.397
H 2.2989 5.4898 1.5898 0.436
H 0.6540 5.0014 1.8800 0.332
H 1.4270 4.6177 0.3418 0.413
H -2.1324 2.7798 2.6099 0.412
H -1.4834 2.6456 1.0567 0.404
H -0.9241 3.9638 2.1247 0.288
C -2.1032 -6.1336 -2.5511 -1.190
C -1.7692 -5.0371 -3.5435 0.293
C -2.6942 -3.8956 -3.5924 -0.401
O -1.8816 -2.7708 -3.1392 -0.333
C -0.6153 -3.1696 -2.8656 0.570
O 0.3017 -2.4969 -2.4948 -0.479
O -0.5219 -4.4962 -3.1331 -0.350
H -2.1043 -5.7671 -1.5263 0.284
H -1.3451 -6.8880 -2.7575 0.351
H -3.0719 -6.4324 -2.9546 0.380
H -1.6949 -5.4598 -4.5459 0.291
H -3.6463 -4.1101 -3.1059 0.304
H -3.0061 -3.6966 -4.6181 0.289
C -1.0586 3.4270 -5.7805 -1.352
C -1.0440 1.8692 -5.6963 0.387
C -0.0622 1.1655 -6.6735 -0.403
O 0.6041 0.2109 -5.8669 -0.302
C 0.4008 0.5648 -4.5376 0.512
O 1.0532 0.2183 -3.5830 -0.512
O -0.6505 1.3229 -4.3949 -0.286
H -0.0935 3.9287 -5.8578 0.348
H -1.5575 3.7087 -4.8531 0.327
H -1.5744 3.8517 -6.6413 0.391
H -2.0411 1.4608 -5.8569 0.287
H 0.7123 1.8654 -6.9915 0.263
H -0.4820 0.7063 -7.5668 0.329
C 0.5619 -3.6458 4.9206 -1.396
C 0.0462 -4.1359 3.5772 0.484
C -1.3939 -3.8994 3.1114 -0.440
O -1.2177 -3.4273 1.8009 -0.285
C -0.0511 -2.9456 1.5818 0.610
O 0.2705 -2.1868 0.6962 -0.565
O 0.7939 -3.3991 2.5451 -0.363
H 1.6372 -3.4823 4.9763 0.352
H 0.2770 -4.3026 5.7423 0.387
H 0.1251 -2.6680 5.1349 0.297
H 0.4251 -5.1564 3.5112 0.278
H -1.9038 -3.1334 3.6980 0.273
H -2.0193 -4.7845 3.2165 0.330
```

***

(6)
The following is a DFT calculation (ωB97M-V/def2-TZVPD) of a 2-piece molecular cluster, C3H11ClSi2 overall.

Calculated values
Kohn-Sham gap = 7.98 eV
E_LUMO = -0.4 eV
Charge = 0
2S+1 = 1
HOMO = -8.39 eV

The geometry in XYZ format:
```
17
Properties=species:S:1:pos:R:3:mulliken_charge:R:1
C 2.4690 -0.8451 0.0334 -1.075
C 0.9034 1.1014 1.8876 -0.887
C -2.8624 -1.0184 -0.9506 -0.906
Si 1.7896 0.9636 0.2823 0.606
Si -3.5174 0.7459 -1.0407 0.115
Cl 0.5213 1.2697 -1.3078 -0.275
H 2.2508 -1.4897 0.9129 0.305
H 2.1112 -1.3448 -0.8756 0.314
H 3.5557 -0.9907 0.0247 0.356
H 0.4527 2.1025 1.9749 0.276
H 0.1310 0.3818 1.9125 0.295
H 1.6521 0.9503 2.6357 0.290
H -1.8633 -1.1518 -0.4495 0.200
H -3.6865 -1.6822 -0.5494 0.331
H -2.8169 -1.4730 -1.9142 0.332
H 2.6852 1.9591 -0.0099 -0.202
H -3.7756 0.5217 -2.5663 -0.078
```

***

(7)
The following is a DFT calculation (ωB97M-V/def2-TZVPD) of a 2-piece molecular cluster, C12H17N overall.

Calculated values
Kohn-Sham gap = 9.09 eV
E_LUMO = 1.0 eV
SMILES = Cc1c[nH]c2ccccc12.CCC
Charge = 0
2S+1 = 1
HOMO = -8.09 eV

The geometry in XYZ format:
```
30
Properties=species:S:1:pos:R:3:mulliken_charge:R:1
C 3.9104 0.4451 0.1070 -1.412
C 1.4919 -2.2020 -1.2200 -0.498
C 1.8311 -1.1162 -0.3046 0.985
C 3.2096 -0.7727 -0.3998 0.618
C 3.7167 -1.5553 -1.3134 -0.540
C -0.7479 -2.1185 -0.4194 -0.382
C 0.1642 -2.6948 -1.3130 -0.909
C -0.4236 -1.1414 0.4432 -0.447
C 0.8372 -0.5414 0.4189 0.050
N 2.7281 -2.4908 -1.8740 -0.192
H -1.8566 -2.3997 -0.4467 0.253
H 0.0292 -3.4816 -1.9568 0.480
H -1.2868 -0.7017 0.9746 0.173
H 0.9605 0.4587 0.9544 0.223
H 2.9338 -3.4653 -2.2565 0.256
H 4.5335 -1.3865 -2.0723 0.286
H 3.2367 1.3174 0.0940 0.301
H 4.8305 0.6853 -0.3353 0.390
H 4.1913 0.3507 1.1254 0.336
C -3.1890 2.5335 0.4020 -0.174
C -1.9200 2.1922 1.2106 -0.764
C -4.2952 1.6194 0.8175 -1.108
H -3.5549 3.6515 0.6667 0.204
H -2.9373 2.4388 -0.6378 0.287
H -0.8916 2.4279 0.7274 0.231
H -4.0071 0.5949 0.5076 0.264
H -4.4968 1.7496 1.8959 0.284
H -1.7881 1.0768 1.5961 0.069
H -1.9602 2.6321 2.1939 0.372
H -5.2496 1.8939 0.4142 0.362
```